Computed, not measured: a structure of composition C34H34N11O5Rb, with ωB97M-V/def2-TZVPD.

Output
- relative energy (zero: lowest compared OMol25 entry of this formula, charge and spin) (eV) = 0.0000
- HOMO (Ha) = -0.072
- charge = -2
- orbital gap (eV) = 5.91
- energy (Eh) = -2318.9002

```
85
Properties=species:S:1:pos:R:3:forces:R:3
Rb -0.317383 0.566081 -0.006994 0.1 0.2 -0.1
O 4.088769 -1.503628 -0.677744 0.0 0.0 0.0
C 3.203361 -1.027777 0.086147 0.0 0.0 0.0
N 2.105774 -1.574886 0.556721 0.0 0.0 0.1
C 1.871122 -2.936863 0.303489 -0.1 0.0 -0.1
C 2.883945 -3.903297 0.381332 0.0 0.1 0.0
C 2.631939 -5.248727 0.170936 0.0 0.0 0.0
C 1.341353 -5.669258 -0.126899 0.0 0.0 0.0
C 0.319935 -4.734970 -0.184552 0.0 0.0 0.0
C 0.550060 -3.371115 0.026281 0.0 0.0 0.0
N -0.486195 -2.424189 -0.111031 0.1 -0.1 0.1
C -1.603190 -2.682238 0.565793 0.0 0.0 -0.1
O -1.886739 -3.633524 1.317419 -0.1 0.0 0.0
C -2.639480 -1.583578 0.420286 0.0 0.1 0.1
C -3.258579 -1.334409 -0.796168 -0.1 0.0 0.0
C -4.150939 -0.280470 -0.896685 0.0 0.0 0.0
C -4.397335 0.501007 0.219133 0.0 0.0 0.0
C -3.733906 0.174824 1.393273 0.0 0.0 0.0
N -2.878621 -0.838386 1.509520 0.0 -0.1 0.0
C 3.402928 0.433720 0.483070 -0.1 0.0 0.0
C 4.527022 1.108437 0.009428 0.0 0.0 0.0
C 4.698335 2.440205 0.333574 0.0 0.0 0.0
C 3.752542 3.068131 1.132823 0.0 -0.1 0.0
C 2.677523 2.315516 1.577457 0.1 0.1 0.0
N 2.500700 1.036649 1.258892 0.0 -0.1 0.0
H 3.888181 -3.563682 0.592251 0.0 0.0 0.0
H 3.443236 -5.966811 0.234641 0.0 0.0 0.0
H 1.127614 -6.719315 -0.297055 0.0 0.0 0.0
H -0.696025 -5.047815 -0.385574 0.0 0.0 0.0
H -2.994534 -1.938560 -1.654103 0.0 0.0 0.0
H -4.609153 -0.039055 -1.847947 0.0 0.0 0.0
H -5.026151 1.380694 0.166757 0.0 0.0 0.0
H -3.873552 0.784285 2.282382 0.0 0.0 0.0
H 5.221850 0.554921 -0.605565 0.0 0.0 0.0
H 5.558086 2.990070 -0.034054 0.0 0.0 0.0
H 3.838667 4.111096 1.407968 0.0 0.0 0.0
H 1.929594 2.750311 2.230504 0.0 0.0 0.0
O -4.170399 3.932385 -0.442326 0.0 0.0 0.0
C -3.050035 3.409755 -0.180132 0.0 0.0 0.0
N -2.222383 2.807958 -0.992981 0.0 0.0 -0.1
C -2.724285 2.792998 -2.347473 0.0 0.0 0.0
C -1.865053 1.948024 -3.246958 0.0 -0.1 0.0
C -1.250535 2.471673 -4.380458 0.0 0.0 0.0
C -0.500951 1.640094 -5.197156 0.0 0.0 0.0
C -0.388099 0.301687 -4.867050 0.0 0.0 0.0
C -1.029417 -0.133333 -3.715570 0.0 -0.1 0.1
N -1.741483 0.655495 -2.919872 0.0 0.1 -0.2
C -2.611333 3.469263 1.278431 0.1 0.0 0.0
C -3.473182 4.075078 2.192133 0.0 0.0 0.0
C -3.114881 4.136286 3.526038 0.0 0.0 0.0
C -1.898017 3.597133 3.914637 0.0 0.0 0.0
C -1.100930 3.015251 2.938985 0.0 0.0 0.0
N -1.440591 2.943399 1.653086 -0.1 0.0 0.0
H -2.800603 3.807945 -2.763903 0.0 0.0 0.0
H -3.749816 2.391030 -2.385703 0.0 0.0 0.0
H -1.352287 3.527506 -4.598616 0.0 0.0 0.0
H 0.000254 2.036996 -6.072950 0.0 0.0 0.0
H 0.205967 -0.387085 -5.452755 0.0 0.0 0.0
H -0.941055 -1.167323 -3.399038 0.0 0.0 0.0
H -4.401299 4.474104 1.808294 0.0 0.0 0.0
H -3.772748 4.598302 4.254599 0.0 0.0 0.0
H -1.560772 3.620903 4.943306 0.0 0.0 0.0
H -0.146152 2.583774 3.217949 0.0 0.0 0.0
C 2.107651 -2.926188 -2.918402 0.0 -0.1 0.0
N 1.520536 -1.648159 -2.556271 0.3 0.0 0.1
C 2.204514 -0.480001 -2.691036 -0.1 0.0 0.0
N 3.390615 -0.554164 -3.431795 0.0 0.0 0.1
O 1.786457 0.585155 -2.252019 -0.1 0.1 0.0
H 1.393422 -3.710174 -2.673019 0.0 0.0 0.0
H 3.023464 -3.138486 -2.358771 0.0 0.1 0.0
H 2.316586 -2.953258 -3.990187 0.0 0.0 0.0
H 0.917769 -1.659666 -1.734836 -0.1 -0.1 -0.2
H 3.980485 -1.283880 -3.040368 0.0 0.0 0.0
H 3.858120 0.336161 -3.319488 0.0 0.0 0.0
C 0.097464 -1.839058 3.219923 -0.1 0.0 0.0
N 0.757219 -0.547449 3.293411 0.1 0.1 0.1
C 0.582934 0.325207 4.296165 -0.1 0.1 0.0
N -0.421038 -0.012257 5.208205 0.0 0.0 0.0
O 1.233523 1.362441 4.452425 0.0 -0.1 0.0
H 0.532062 -2.382026 2.388292 0.0 0.0 0.1
H -0.975308 -1.755737 3.028380 0.0 0.0 0.0
H 0.243768 -2.407962 4.141978 0.1 0.0 0.0
H 1.437052 -0.300898 2.575725 0.0 -0.1 0.0
H -1.187557 -0.548882 4.827903 0.0 0.0 0.0
H -0.710400 0.796575 5.733581 0.0 0.0 0.0
```
Positions in Å, forces in eV/Å.

Computed, not measured: a structure of composition C33H54N4PSTc, with ωB97M-V/def2-TZVPD.

Output
- relative energy (zero: lowest compared OMol25 entry of this formula, charge and spin) (eV) = 0.0000
- HOMO (spin up / spin down) (Ha) = -0.585 / -0.602
- charge = +3
- spin multiplicity = 4
- orbital gap (spin up / spin down) (eV) = 8.21 / 5.72
- energy (Eh) = -2328.3956

```
94
Properties=species:S:1:pos:R:3:forces:R:3
Tc 0.397268 -0.457414 0.723702 0.0 0.0 0.2
C 2.734238 0.228542 2.520570 0.0 0.0 0.0
C 2.569307 -1.256947 2.771997 0.0 0.0 0.0
N 1.730345 -1.900027 1.706726 0.0 -0.1 0.0
C 0.978961 -3.064804 2.252085 0.0 0.0 0.0
C -0.150947 -2.627191 3.176174 0.0 0.0 0.0
S -0.894197 -1.035312 2.663251 0.0 0.0 0.0
C -0.215790 0.099448 3.947434 0.0 0.0 0.0
C 0.598202 1.242359 3.364969 0.0 0.0 0.0
N 1.427401 0.855909 2.189787 0.0 0.0 0.0
H 3.180512 0.703357 3.396815 0.0 0.0 0.0
H 3.403733 0.399348 1.679101 0.0 0.0 0.0
H 3.544180 -1.743048 2.821471 0.0 0.0 0.0
H 2.083568 -1.436534 3.728293 0.0 0.0 0.0
H 2.361551 -2.262625 0.994624 0.0 0.0 0.0
H 0.574076 -3.609131 1.406011 0.0 0.0 0.0
H 1.658432 -3.732974 2.787487 0.0 0.0 0.0
H -0.943907 -3.372677 3.181002 0.0 0.0 0.0
H 0.165222 -2.506204 4.210050 0.0 0.0 0.0
H -1.065734 0.498269 4.499441 0.0 0.0 0.0
H 0.357454 -0.512785 4.639055 0.0 0.0 0.0
H -0.062574 2.036772 3.030214 0.0 0.0 0.0
H 1.235508 1.658837 4.149399 0.0 0.0 0.0
H 1.627057 1.727935 1.701992 0.0 0.0 0.0
C -0.129224 -4.460197 -1.207937 0.0 0.0 0.0
C -1.283944 -3.471222 -1.029728 0.0 0.0 0.0
C -2.128436 -3.738877 0.213088 0.0 0.0 0.0
P -0.712637 -1.729426 -1.108289 0.0 0.0 0.0
C 0.114910 -1.517806 -2.754418 0.0 0.0 0.0
C -0.556113 -2.318293 -3.873017 0.0 0.0 0.0
C 0.151492 -0.037202 -3.151698 0.0 0.0 0.0
C -2.194446 -0.707582 -1.295314 0.0 0.0 0.0
C -3.315190 -1.084073 -1.991153 0.0 0.0 0.0
C -4.353676 -0.170967 -2.269824 0.0 0.0 0.0
C -5.572099 -0.588079 -3.013345 0.0 0.0 0.0
C -4.194199 1.170198 -1.846886 0.0 0.0 0.0
C -3.110481 1.567350 -1.123350 0.0 0.0 0.0
C -2.095842 0.621849 -0.766796 0.0 0.0 0.0
N -1.076779 0.930968 0.043487 0.0 0.0 0.0
C -1.154863 2.149024 0.804006 0.0 0.0 0.1
C -0.187897 3.144043 0.594171 0.0 0.0 0.0
C 0.785364 3.063401 -0.552227 0.0 0.0 0.0
C -0.198386 4.262541 1.414689 0.0 0.0 0.0
C -1.153914 4.436538 2.416771 0.0 0.0 0.0
C -1.169756 5.673717 3.264248 0.0 0.0 0.0
C -2.121154 3.449507 2.570750 0.0 0.0 0.0
C -2.154071 2.303482 1.781356 0.0 0.0 0.0
C -3.272193 1.317968 2.015279 0.0 0.0 0.0
H -0.523024 -5.476603 -1.214653 0.0 0.0 0.0
H 0.606012 -4.408480 -0.404525 0.0 0.0 0.1
H 0.403673 -4.311020 -2.146272 0.0 0.0 0.0
H -1.929436 -3.573478 -1.907076 0.0 0.0 0.0
H -1.533832 -3.692288 1.125251 0.0 0.0 0.0
H -2.554089 -4.740898 0.157294 0.0 0.0 0.0
H -2.953555 -3.032421 0.311882 0.0 0.0 0.0
H 1.136736 -1.883184 -2.606065 0.0 0.0 0.0
H -1.588627 -1.996454 -4.021044 0.0 0.0 0.0
H -0.544346 -3.394139 -3.713615 0.0 0.0 0.0
H -0.028264 -2.123196 -4.807084 0.0 0.0 0.0
H -0.847418 0.308678 -3.423058 0.0 0.0 0.0
H 0.779347 0.079542 -4.035372 0.0 0.0 0.0
H 0.534704 0.619816 -2.371452 0.0 0.0 0.0
H -3.417543 -2.095900 -2.363806 0.0 0.0 0.0
H -5.469899 -1.577294 -3.453278 0.0 0.0 0.0
H -5.815889 0.130891 -3.797018 0.0 0.0 0.0
H -6.429277 -0.605349 -2.332290 0.0 0.0 0.0
H -4.956752 1.893580 -2.108014 0.0 0.0 0.0
H -3.006488 2.596479 -0.807664 0.0 0.0 0.0
H 0.261039 3.161126 -1.505904 0.0 0.0 0.0
H 1.326107 2.116743 -0.586306 0.0 0.0 0.0
H 1.512035 3.872009 -0.494923 0.0 0.0 0.0
H 0.538850 5.040137 1.249533 0.0 0.0 0.0
H -0.180195 6.120670 3.339456 0.0 0.0 0.0
H -1.538622 5.465415 4.267271 0.0 0.0 0.0
H -1.834108 6.418761 2.821586 0.0 0.0 0.0
H -2.885458 3.576114 3.329879 0.0 0.0 0.0
H -3.469893 1.211489 3.082067 0.0 0.0 0.0
H -3.084263 0.328711 1.602582 0.0 0.0 0.0
H -4.196109 1.685923 1.564228 0.0 0.0 0.0
C 4.809405 1.601926 -1.587251 0.0 0.0 0.0
C 4.211466 0.244549 -1.993294 0.0 0.0 0.0
C 5.188813 -0.904909 -1.694854 0.0 0.0 0.0
C 3.798121 0.246433 -3.474258 0.0 0.0 0.0
C 3.002322 0.025899 -1.184864 0.0 -0.1 0.0
N 2.057973 -0.143922 -0.550574 0.0 0.0 0.0
H 5.701707 1.773481 -2.188339 0.0 0.0 0.0
H 5.105429 1.613595 -0.537706 0.0 0.0 0.0
H 4.112521 2.418594 -1.775797 0.0 0.0 0.0
H 6.087305 -0.747842 -2.290670 0.0 0.0 0.0
H 4.767918 -1.872398 -1.969198 0.0 0.0 0.0
H 5.483575 -0.920380 -0.644897 0.0 0.0 0.0
H 4.695161 0.401286 -4.072902 0.0 0.0 0.0
H 3.100473 1.054274 -3.694015 0.0 0.0 0.0
H 3.356061 -0.705929 -3.768508 0.0 0.0 0.0
```
Positions in Å, forces in eV/Å.

Computed, not measured: a structure of composition C47H40N2O4PS3SbSc, with ωB97M-V/def2-TZVPD.

Output
- relative energy (zero: lowest compared OMol25 entry of this formula, charge and spin) (eV) = 0.9240
- HOMO (spin up / spin down) (Ha) = -0.155 / -0.281
- spin multiplicity = 2
- orbital gap (spin up / spin down) (eV) = 4.31 / 7.74
- energy (Eh) = -4762.4802

```
99
Properties=species:S:1:pos:R:3:forces:R:3
Sc 0.019636 1.541161 0.838676 0.2 -0.2 -0.3
O -1.356903 0.993862 2.166242 -0.4 -0.1 0.9
N -2.411771 1.652859 2.651119 0.0 0.0 -0.1
C -3.340923 0.924030 3.308227 0.1 0.0 0.0
C -4.431403 1.525479 3.859118 -0.1 0.0 0.0
C -4.568477 2.912574 3.722575 0.0 0.0 0.0
C -3.624715 3.626668 3.036045 0.0 0.1 0.0
C -2.502953 2.996912 2.463319 0.0 0.0 0.0
S -1.302183 3.809089 1.560916 0.0 -0.1 0.0
H -3.132664 -0.134325 3.347495 0.0 0.0 0.0
H -5.162815 0.924344 4.379567 0.0 0.0 0.0
H -5.424519 3.419336 4.148593 0.0 0.0 0.0
H -3.709669 4.695076 2.898195 0.0 0.0 0.0
O 2.196892 1.294928 -2.402652 0.0 0.1 0.1
S 0.909237 1.460797 -1.791966 0.1 0.1 -0.8
O 0.490408 0.254709 -0.951286 0.4 0.6 0.5
O 0.874562 2.574472 -0.766804 0.1 -0.1 0.1
C -0.302171 1.705079 -2.931394 -0.4 -0.2 0.2
C 0.063233 1.918616 -4.273778 -0.3 0.1 -0.2
C -0.897465 2.142672 -5.223565 -0.2 0.0 0.3
C -2.285919 2.170516 -4.833105 0.2 0.0 -0.4
C -2.657996 1.960659 -3.537014 0.3 -0.1 0.3
C -1.709094 1.709000 -2.505377 0.2 0.3 -0.5
P -2.165799 1.314752 -0.847166 -0.2 -0.3 -0.2
C -3.738521 2.199072 -0.539996 0.0 0.0 0.1
C -4.768823 1.599464 0.182772 -0.1 0.0 0.0
C -5.909050 2.318362 0.524400 0.0 0.0 0.0
C -6.026024 3.650427 0.153295 0.0 0.0 0.0
C -4.998994 4.259583 -0.560853 0.0 0.0 0.0
C -3.860181 3.540658 -0.901345 -0.1 0.1 0.1
C -2.741262 -0.443671 -0.885191 0.1 -0.1 0.2
C -2.210188 -1.386237 -0.002644 -0.1 0.0 -0.1
C -2.582171 -2.725352 -0.075714 0.0 0.0 0.0
C -3.500166 -3.137781 -1.028235 0.0 0.0 0.0
C -4.043755 -2.206369 -1.907402 0.0 0.0 0.0
C -3.664632 -0.874846 -1.837417 0.0 0.0 0.0
H 1.113888 1.898337 -4.535722 0.0 0.0 0.0
H -0.610880 2.309005 -6.253319 0.0 0.0 0.0
H -3.051702 2.361769 -5.577359 0.1 0.0 0.0
H -3.712822 2.002884 -3.284918 0.0 0.0 0.0
H -4.687584 0.555416 0.464041 0.0 0.0 0.0
H -6.706743 1.835568 1.079291 0.1 0.0 0.0
H -6.916827 4.212191 0.412973 0.1 0.0 0.0
H -5.086678 5.298628 -0.858099 0.0 -0.1 0.0
H -3.056223 4.014363 -1.452295 0.0 0.0 0.0
H -1.498957 -1.082723 0.753886 0.1 0.0 0.0
H -2.148917 -3.445810 0.610775 0.0 0.1 0.0
H -3.789778 -4.180090 -1.091514 0.0 0.0 0.0
H -4.764187 -2.521367 -2.653418 0.0 0.0 0.0
H -4.083755 -0.163457 -2.538595 0.0 0.0 0.0
S 1.365362 -0.547246 1.813637 -0.1 0.1 -0.1
Sb 2.098878 -1.690619 -0.047508 0.1 -0.4 0.2
C 3.125704 -3.223828 1.020981 0.0 0.0 0.1
C 2.426765 -3.992646 1.955767 0.1 0.1 0.0
C 3.098448 -4.899334 2.762957 0.0 0.0 -0.1
C 4.478635 -5.030767 2.661594 0.0 0.0 0.0
C 5.182233 -4.261411 1.747357 -0.1 0.0 0.0
C 4.509406 -3.360702 0.926776 -0.1 -0.1 -0.1
C 3.665772 -0.977537 -1.240035 -0.1 0.3 0.2
C 4.578590 -0.077679 -0.700540 0.1 -0.1 -0.1
C 5.626674 0.381143 -1.485152 0.0 0.0 0.0
C 5.751183 -0.058285 -2.798164 -0.1 0.0 0.0
C 4.838463 -0.962663 -3.325150 0.0 0.0 0.0
C 3.785171 -1.425091 -2.547617 0.1 0.0 0.0
C 0.849936 -2.780187 -1.352791 -0.1 0.1 0.1
C 0.199782 -2.175546 -2.427782 0.0 -0.1 -0.1
C -0.613414 -2.943392 -3.248376 0.0 -0.1 0.0
C -0.777054 -4.301181 -3.000682 0.0 0.0 0.0
C -0.116976 -4.901066 -1.937984 0.0 0.0 0.0
C 0.698660 -4.141577 -1.108413 0.0 0.0 -0.1
H 1.354841 -3.869716 2.072249 0.0 0.0 0.0
H 2.547365 -5.495279 3.478902 0.0 0.0 0.0
H 5.004704 -5.729333 3.301444 0.0 0.0 0.0
H 6.258203 -4.357728 1.671142 0.0 0.0 0.0
H 5.068654 -2.776546 0.206170 0.0 0.0 0.0
H 4.471801 0.260372 0.326080 0.0 0.0 -0.1
H 6.340396 1.085795 -1.077683 0.0 0.0 0.0
H 6.560364 0.310667 -3.415532 0.0 0.0 0.0
H 4.938751 -1.301721 -4.348071 0.0 0.0 0.0
H 3.064773 -2.118674 -2.964821 0.0 0.0 0.0
H 0.307031 -1.117703 -2.628602 0.0 -0.2 0.0
H -1.128101 -2.469918 -4.075042 0.0 0.0 0.0
H -1.421111 -4.892859 -3.640188 0.0 0.0 0.0
H -0.234508 -5.961121 -1.749898 0.0 0.0 0.0
H 1.223383 -4.620416 -0.292329 0.0 0.0 0.0
N 1.673586 2.900130 1.985448 0.1 -0.3 0.2
C 2.591393 2.319012 2.918825 -0.1 0.1 -0.1
C 2.163073 2.004615 4.199179 0.0 -0.1 0.1
C 3.026300 1.359992 5.074919 0.0 0.0 0.0
C 4.315064 1.029218 4.678257 0.0 0.0 0.0
C 4.739166 1.358430 3.397260 0.0 0.0 0.0
C 3.882429 2.007166 2.521624 0.0 0.0 -0.1
H 2.152082 3.368019 1.225113 0.0 0.0 -0.1
H 1.045339 3.559446 2.429855 0.0 0.1 0.1
H 1.146572 2.238676 4.498929 0.0 0.0 0.0
H 2.684058 1.108992 6.071578 0.0 0.0 0.0
H 4.984208 0.522081 5.362037 0.0 0.0 0.0
H 5.743423 1.106544 3.075364 0.0 0.0 0.0
H 4.202945 2.260183 1.515537 0.0 0.0 0.1
```
Positions in Å, forces in eV/Å.